No. 1
48
Properties=species:S:1:pos:R:3 method="wB97M-V/def2-TZVPD" molar_mass_da=376.77 total_energy_ha=-2975.1006 e_above_lowest_ev=0.0000 charge=0
Cu -0.85 -2.62 0.25
C -0.35 -0.24 -0.53
O 0.22 -1.29 -0.38
O -0.62 0.50 0.55
O -0.67 0.20 -1.66
H -0.39 0.14 1.40
O -3.14 -0.14 1.93
H -2.45 0.43 1.69
H -3.95 0.39 1.70
O 2.92 -2.32 -2.19
H 2.91 -3.23 -2.44
H 2.16 -1.82 -2.59
O -1.39 2.96 -0.65
H -1.15 2.05 -0.66
H -1.98 3.19 -1.35
O -2.28 2.94 2.06
H -1.48 2.90 2.60
H -1.95 3.04 1.14
O 2.11 -3.39 0.27
H 2.31 -2.88 -0.53
H 2.95 -3.37 0.79
O 2.07 -1.07 1.77
H 1.50 -1.60 1.25
H 2.32 -0.35 1.17
O -0.58 -0.30 3.44
H -1.33 -0.24 4.00
H -0.14 0.57 3.46
O 1.97 1.38 -1.59
H 1.28 0.75 -1.60
H 1.99 1.89 -2.41
O 0.64 -1.33 -3.37
H 0.08 -0.79 -2.77
H 0.44 -1.26 -4.32
O -1.06 2.17 -3.51
H -0.98 1.84 -4.40
H -0.97 1.47 -2.88
O -1.30 -3.19 -2.79
H -0.56 -2.61 -2.87
H -0.98 -4.06 -3.12
O 0.29 2.38 3.12
H 0.47 2.91 2.31
H 0.86 2.87 3.73
O 1.09 3.36 0.87
H 1.78 2.71 0.97
H 0.28 2.94 0.51
O -0.55 -2.63 2.19
H -1.03 -3.35 2.64
H -0.50 -1.92 2.81

No. 2
12
Properties=species:S:1:pos:R:3 method="wB97M-V/def2-TZVPD" molar_mass_da=72.06 smiles=O.O.O.O total_energy_ha=-305.7129 e_above_lowest_ev=1.8037 charge=0
O 1.57 -0.04 0.20
H 1.90 0.33 1.05
H 1.22 -0.82 0.56
O 1.86 -2.09 -1.82
H 1.58 -2.33 -0.86
H 1.15 -2.51 -2.26
O -1.29 1.86 2.05
H -1.30 2.75 2.21
H -1.63 1.42 2.86
O -1.31 0.44 -1.31
H -1.83 0.91 -0.71
H -1.93 0.08 -1.97

No. 3
24
Properties=species:S:1:pos:R:3 method="wB97M-V/def2-TZVPD" molar_mass_da=160.26 total_energy_ha=-802.9533 e_above_lowest_ev=1.7755 charge=+1
C 0.57 -1.31 -0.35
C -0.87 -1.47 -0.72
C -1.63 -1.34 0.65
C -2.05 0.17 0.81
C -0.85 1.15 0.91
C 0.27 1.02 -0.06
C 3.31 0.59 -0.83
N 1.04 -0.13 0.04
O 3.17 -1.45 0.68
S 2.74 -0.03 0.78
H 1.06 -2.27 -0.42
H -1.21 -0.56 -1.30
H -1.00 -2.47 -1.19
H -2.51 -1.90 0.71
H -0.92 -1.76 1.37
H -2.76 0.45 0.06
H -2.51 0.19 1.89
H -1.34 2.14 0.85
H -0.34 1.27 1.85
H -0.05 1.03 -1.02
H 1.09 1.79 -0.02
H 2.49 0.67 -1.55
H 4.12 -0.15 -1.10
H 3.77 1.54 -0.50

No. 4
8
Properties=species:S:1:pos:R:3 method="wB97M-V/def2-TZVPD" molar_mass_da=108.08 total_energy_ha=-909.1332 charge=+1
O -1.14 2.36 0.09
C -1.35 1.33 -0.38
N -1.17 0.22 -1.00
P -0.13 -0.76 0.01
S 1.85 -0.19 -0.50
H -0.38 -2.16 -0.17
H -0.37 -0.38 1.37
H 2.68 -0.42 0.57

No. 5
15
Properties=species:S:1:pos:R:3 method="wB97M-V/def2-TZVPD" molar_mass_da=116.18 smiles="C=C1SCC[C@@H]1O" total_energy_ha=-668.7146 e_above_lowest_ev=0.6507 charge=0
C 1.16 2.14 0.15
C 0.81 0.87 0.10
S 1.90 -0.48 -0.14
C 0.52 -1.65 -0.43
C -0.61 -1.17 0.47
C -0.74 0.33 0.24
O -1.39 0.67 -0.95
H 2.19 2.44 0.02
H 0.43 2.92 0.30
H 0.87 -2.66 -0.19
H 0.25 -1.58 -1.48
H -1.54 -1.69 0.21
H -0.37 -1.36 1.51
H -1.19 0.85 1.10
H -2.30 0.37 -0.90

No. 6
44
Properties=species:S:1:pos:R:3 method="wB97M-V/def2-TZVPD" molar_mass_da=395.86 smiles="COc1ccc(Oc2cccc(Cl)c2CNC(=O)CSCC(=O)O)cc1" total_energy_ha=-1986.0862 e_above_lowest_ev=0.0000 charge=0
C -1.73 4.43 -4.05
O -1.30 3.15 -4.42
C -1.23 2.19 -3.46
C -1.57 2.36 -2.12
C -1.47 1.31 -1.23
C -1.03 0.07 -1.65
O -0.81 -1.01 -0.83
C -1.47 -1.23 0.33
C -2.76 -0.77 0.59
C -3.36 -1.07 1.80
C -2.69 -1.81 2.76
C -1.43 -2.30 2.47
Cl -0.64 -3.26 3.67
C -0.80 -2.03 1.26
C 0.56 -2.58 0.90
N 1.56 -1.54 0.76
C 2.16 -1.28 -0.41
O 1.95 -1.88 -1.44
C 3.15 -0.13 -0.33
S 2.37 1.49 -0.62
C 1.21 1.63 0.80
C 2.02 1.63 2.05
O 2.42 0.63 2.61
O 2.31 2.85 2.48
C -0.66 -0.11 -2.99
C -0.76 0.94 -3.87
H -2.76 4.42 -3.66
H -1.71 5.03 -4.96
H -1.07 4.89 -3.31
H -1.92 3.32 -1.76
H -1.72 1.48 -0.19
H -3.30 -0.21 -0.16
H -4.36 -0.71 2.01
H -3.15 -2.04 3.70
H 0.88 -3.31 1.64
H 0.50 -3.07 -0.09
H 1.82 -1.04 1.60
H 3.67 -0.10 0.63
H 3.87 -0.22 -1.15
H 0.52 0.78 0.77
H 0.70 2.57 0.66
H 2.89 2.83 3.26
H -0.28 -1.07 -3.29
H -0.47 0.82 -4.91

No. 7
11
Properties=species:S:1:pos:R:3 method="wB97M-V/def2-TZVPD" molar_mass_da=315.23 total_energy_ha=-8298.7855 spin_multiplicity=3 charge=0
C -0.42 -0.84 -0.05
C 0.31 -0.07 1.03
C 1.24 0.86 0.40
Cl 1.17 -1.27 2.16
Br -1.86 -1.82 0.83
Br 2.20 2.03 1.55
Br 2.69 -0.12 -0.92
H 0.30 -1.54 -0.41
H -0.86 -0.26 -0.76
H -0.37 0.31 1.80
H 0.74 1.50 -0.33

No. 8
21
Properties=species:S:1:pos:R:3 method="wB97M-V/def2-TZVPD" molar_mass_da=190.97 total_energy_ha=-2581.5238 e_above_lowest_ev=0.0000 charge=+3
Zn 13.12 16.75 -1.15
N 14.68 14.68 -2.70
H 14.44 15.66 -2.70
H 14.25 14.21 -3.48
H 14.33 14.16 -1.90
H 15.68 14.58 -2.74
N 15.87 16.36 -0.35
H 15.20 16.84 0.23
H 15.46 15.45 -0.53
H 16.71 16.25 0.20
H 16.15 16.77 -1.24
Cl 14.50 17.12 -2.28
O 15.21 18.30 -4.38
H 15.09 19.09 -3.85
H 15.40 17.61 -3.75
O 13.04 18.11 -4.31
H 13.49 17.72 -3.56
H 13.74 18.40 -4.89
O 15.73 18.99 -0.93
H 15.29 18.73 -0.12
H 15.12 18.73 -1.62